Computed, not measured: a 15-piece molecular cluster, C73H175N9O15 overall in a non-equilibrium geometry, with ωB97M-V with the def2-TZVPD basis set.

Geometry as XYZ:
```
272
Properties=species:S:1:pos:R:3
C 1.89521 -2.63867 -4.84681
C 1.03312 -2.03613 -3.73868
O 0.41636 -3.16233 -3.08245
H 2.37698 -1.76490 -5.43145
H 1.29880 -3.16477 -5.59096
H 2.61134 -3.28090 -4.39629
H 0.24454 -1.36348 -4.08677
H 1.69990 -1.49755 -3.10234
H 0.31868 -2.88787 -2.15603
C 3.99865 1.21635 -3.06989
C 4.16095 2.19878 -1.96045
O 3.76313 1.63047 -0.72734
H 2.97740 0.95690 -3.26014
H 4.59900 0.37454 -2.92151
H 4.33771 1.64428 -4.05283
H 3.52776 3.08710 -2.19319
H 5.24866 2.40627 -1.84676
H 2.77923 1.69871 -0.73048
C -7.13698 -3.91164 -2.17914
C -5.64628 -4.17567 -2.03347
O -4.82617 -3.21309 -1.42408
H -7.60754 -4.69193 -2.75962
H -7.36205 -2.99067 -2.76793
H -7.70543 -3.85671 -1.23581
H -5.13150 -4.54281 -3.01735
H -5.64710 -5.07521 -1.37682
H -4.40703 -2.59337 -2.12215
C -2.53808 4.90828 -0.86989
C -1.66289 6.17928 -0.61949
O -0.35593 5.89367 -1.09978
H -3.48115 4.91754 -0.42574
H -2.01888 4.05893 -0.46997
H -2.68351 4.72661 -1.94804
H -1.67624 6.39673 0.44961
H -2.05352 7.08582 -1.06380
H 0.32470 6.29839 -0.51023
C 2.56861 4.94763 0.59356
C 1.71164 5.91003 1.32268
O 1.58840 7.11313 0.54540
H 2.15420 4.76405 -0.36613
H 2.55126 4.07544 1.25646
H 3.58438 5.27880 0.50420
H 2.10786 6.13212 2.29293
H 0.71648 5.47597 1.43742
H 2.35169 7.58774 0.16920
C 1.60832 1.42981 -6.88741
C 1.45319 2.57783 -5.91022
O 1.78125 3.84402 -6.45063
H 1.03822 0.61257 -6.51359
H 2.61813 1.12820 -7.12461
H 1.25299 1.62425 -7.92446
H 2.11021 2.47507 -4.97842
H 0.47212 2.67638 -5.50565
H 1.20884 4.47652 -6.03172
C 3.80041 2.40224 3.68695
C 4.50950 1.28530 4.47322
C 3.80353 -0.05440 4.32913
O 2.45532 0.07323 4.78132
C 2.27333 0.06762 6.18854
N 5.88075 1.09203 3.98199
H 2.73996 2.51264 4.01691
H 3.92981 2.05403 2.66072
H 4.28870 3.35652 3.80993
H 4.53861 1.54296 5.49473
H 4.28788 -0.76843 5.03849
H 3.77303 -0.41836 3.36403
H 2.67346 -0.90739 6.62141
H 1.23710 0.10574 6.37620
H 2.72892 0.92510 6.68043
H 5.90937 1.00411 2.95702
H 6.47727 1.88632 4.16596
C -3.07826 -3.32777 -4.54919
C -2.71374 -1.94163 -4.04128
C -2.21452 -0.90312 -5.08697
O -3.28502 -0.38747 -5.89889
C -2.85126 0.71253 -6.68885
N -3.77886 -1.33100 -3.28514
H -2.33989 -3.80790 -5.33034
H -4.11077 -3.44600 -4.98936
H -2.91592 -3.95918 -3.68375
H -1.90877 -2.05751 -3.33494
H -1.45901 -1.38442 -5.70704
H -1.74138 -0.09253 -4.51595
H -2.05515 0.35976 -7.40859
H -2.50371 1.54018 -6.00635
H -3.80370 1.13310 -7.20259
H -4.34826 -0.86460 -3.93293
H -3.35879 -0.64296 -2.63231
C -5.78604 2.20433 -0.30645
C -6.56411 1.01360 -0.77151
C -6.90432 1.16162 -2.18790
O -5.69658 1.05971 -2.99223
C -6.01940 1.09110 -4.37862
N -5.83148 -0.23659 -0.51164
H -4.83659 2.04102 -0.74159
H -5.68995 2.23828 0.81571
H -6.15115 3.15157 -0.68066
H -7.53824 0.95127 -0.21909
H -7.34980 2.15610 -2.42061
H -7.59536 0.40009 -2.58291
H -6.65714 1.95327 -4.72539
H -6.56984 0.20087 -4.64704
H -5.05074 1.13048 -4.96978
H -5.20948 -0.46114 -1.22529
H -6.36622 -1.09926 -0.41915
C -0.04421 1.43986 -2.15803
C 0.09779 1.24278 -0.65285
C 0.63585 -0.18536 -0.37631
O -0.23911 -1.18559 -0.79324
C -1.42587 -1.26344 0.06919
N 1.02480 2.20165 -0.11116
H 0.68336 0.84455 -2.68066
H -0.14810 2.49141 -2.34739
H -0.92980 0.97771 -2.57504
H -0.90197 1.27941 -0.22401
H 0.96240 -0.32616 0.69816
H 1.57122 -0.23502 -0.95625
H -1.95874 -2.17946 -0.27041
H -2.11728 -0.48686 -0.05463
H -1.00847 -1.35798 1.00341
H 1.06628 2.16957 0.94427
H 0.82940 3.13497 -0.38140
C 0.92971 -6.72293 4.18324
C 2.11196 -6.35171 3.17200
C 1.64823 -5.30721 2.14173
C 1.29327 -3.98474 2.75312
C 2.53598 -3.38402 3.40995
C 3.20283 -4.30601 4.44701
N 3.28790 -5.74631 3.86405
O 3.65724 -6.64113 4.99387
C 4.65137 -3.89143 4.71783
C 2.37407 -4.32915 5.73061
C 2.64493 -7.61488 2.41246
H 1.27382 -7.12454 5.10061
H 0.09840 -7.29930 3.79340
H 0.41775 -5.83826 4.49495
H 2.42464 -5.12194 1.42560
H 0.77247 -5.73555 1.59995
H 0.50448 -4.01053 3.51460
H 0.85655 -3.25053 2.02013
H 2.18116 -2.43145 3.91186
H 3.21331 -3.11680 2.60450
H 4.76681 -3.00877 5.30632
H 5.16694 -4.70364 5.23392
H 5.15604 -3.83592 3.73608
H 2.69140 -3.38246 6.20038
H 1.33115 -4.36262 5.44976
H 2.67213 -5.14144 6.40273
H 3.23338 -8.21327 3.05627
H 3.33125 -7.39781 1.57019
H 1.82713 -8.27095 1.97013
H 4.53816 -6.97845 4.73636
C 2.65958 6.28936 -4.38779
C 1.27037 6.91350 -4.79525
C 1.38991 7.55868 -6.21810
C 0.03515 7.95978 -6.84775
C -0.84654 6.71550 -6.84709
C -1.03186 6.06414 -5.47040
N 0.28426 5.79783 -4.92133
O 0.24269 5.00256 -3.75509
C -1.90600 6.94076 -4.64586
C -1.65571 4.72688 -5.58091
C 0.93103 7.99483 -3.82979
H 2.56925 5.98205 -3.33235
H 3.37057 7.11326 -4.54396
H 2.94885 5.44185 -4.97304
H 1.99913 8.47896 -6.09337
H 1.93656 6.86007 -6.89679
H 0.33394 8.44814 -7.78098
H -0.39424 8.76392 -6.23582
H -0.39410 5.90956 -7.52860
H -1.81634 6.99977 -7.21920
H -1.76538 8.02603 -4.75628
H -2.92590 6.70392 -4.93363
H -1.84303 6.73277 -3.55323
H -2.65969 4.95090 -6.06372
H -1.24012 4.11072 -6.36307
H -1.69607 4.25964 -4.60395
H 0.83674 7.63395 -2.84722
H 0.14535 8.62839 -4.08607
H 1.73935 8.68662 -3.73605
H 0.10290 5.48081 -2.90316
C 7.60416 -1.06214 1.16718
C 7.06020 -0.83787 -0.23783
C 7.81617 -1.62933 -1.30446
C 7.53004 -3.09196 -1.58742
C 6.03128 -3.22567 -1.70024
C 5.24070 -2.56262 -0.46115
N 5.67094 -1.17891 -0.37825
O 4.98075 -0.50252 0.62797
C 3.79626 -2.51320 -0.95311
C 5.40495 -3.36722 0.86360
C 7.30126 0.65972 -0.59224
H 6.87311 -0.76591 1.94452
H 8.55992 -0.53609 1.39763
H 7.87744 -2.09830 1.31385
H 7.58574 -1.02843 -2.19997
H 8.88847 -1.46328 -1.12059
H 7.99353 -3.72448 -0.85308
H 8.11948 -3.30777 -2.48449
H 5.70061 -4.24842 -1.81391
H 5.77407 -2.72476 -2.59377
H 3.60128 -1.73733 -1.72659
H 3.53279 -3.50897 -1.36602
H 3.12629 -2.19017 -0.12591
H 5.16147 -2.66845 1.69278
H 4.76968 -4.26908 0.90602
H 6.47426 -3.60086 1.07301
H 6.75739 1.01613 -1.45235
H 8.34152 0.76694 -0.65477
H 6.98989 1.33463 0.23288
H 4.30445 0.00329 0.12960
C -1.14091 4.04111 4.07534
C -0.76440 3.06821 5.14682
C -1.93429 2.84243 6.18976
C -3.17087 2.02149 5.74025
C -2.59469 0.72145 5.24129
C -1.52890 0.86664 4.13707
N -0.41770 1.70552 4.66606
O 0.57263 1.85722 3.58724
C -1.01452 -0.58045 3.99279
C -2.05751 1.32631 2.72774
C 0.44822 3.65174 5.82248
H -1.48897 5.02026 4.50890
H -2.11859 3.75394 3.59176
H -0.44990 4.14337 3.24878
H -1.44755 2.23941 6.98907
H -2.16409 3.86583 6.60494
H -3.68989 2.49590 4.87981
H -3.82010 1.90987 6.61289
H -3.37902 0.06429 4.91232
H -2.22235 0.10819 6.05934
H -0.63597 -1.01514 4.94147
H -1.62497 -1.28605 3.43445
H -0.09228 -0.37239 3.37724
H -1.23537 1.83553 2.19926
H -2.38335 0.50569 2.10110
H -2.89648 1.99880 2.82985
H 0.60970 3.35569 6.87091
H 0.34888 4.72996 5.91836
H 1.40922 3.52312 5.24997
H 1.19501 1.12362 3.79013
C -2.30499 -4.11061 2.98424
C -3.51367 -4.98406 3.38523
C -3.93146 -4.62180 4.86959
C -5.32442 -5.10725 5.18293
C -6.28770 -4.54469 4.18046
C -6.07582 -5.05046 2.78748
N -4.65917 -4.63392 2.50629
O -4.33170 -5.09519 1.12937
C -6.30347 -6.59271 2.66352
C -6.94424 -4.30952 1.75535
C -3.13434 -6.44835 3.36017
H -2.62106 -3.08038 2.95034
H -1.90894 -4.32744 2.05207
H -1.49431 -4.17538 3.62747
H -3.15490 -5.05307 5.53421
H -3.84927 -3.51734 4.84835
H -5.65251 -4.87110 6.22380
H -5.40649 -6.19060 5.04805
H -6.25561 -3.45507 4.26356
H -7.32674 -4.83635 4.31267
H -7.38061 -6.82338 2.52752
H -5.77595 -6.93393 1.71738
H -5.89588 -7.21884 3.36805
H -6.58971 -3.27613 1.65299
H -6.79375 -4.82105 0.81218
H -8.02096 -4.33364 2.14818
H -2.12168 -6.64123 3.74450
H -3.09176 -6.76686 2.30388
H -3.72628 -7.25142 3.80795
H -4.38757 -4.29578 0.59529
```

The HOMO energy is -8.11 eV. The molecular weight is 1419.3 u.